Model A:
DFT (wB97M-V/def2-TZVPD) results for the molecule C4H12N2O.

The LUMO energy is 0.96 eV. Its HOMO energy is -0.2934 Eh. The structure (SMILES) is CNC[C@H](N)CO.

ORCA input file:
```
! RIJCOSX wB97M-V def2-TZVPD def2/J DEFGRID3
* xyz 0 1
N 1.0120 -1.2153 -2.0195
C 0.9226 -0.5150 -0.6773
C 0.2831 -1.4166 0.3784
O 1.3072 -1.6554 1.3622
C -0.0923 0.6730 -0.8214
N -0.4172 1.4123 0.3560
C -1.5360 1.4859 1.3127
H 1.8827 -0.7919 -2.3299
H 0.2783 -0.8075 -2.5941
H 1.8830 -0.0614 -0.4506
H -0.7267 -1.1314 0.7103
H 0.0030 -2.4103 -0.0133
H 0.9167 -2.0534 2.1469
H -1.0179 0.2972 -1.2621
H 0.3642 1.4077 -1.4987
H 0.3302 1.9902 0.7032
H -1.7320 2.5605 1.3696
H -1.2273 1.2591 2.3394
H -2.4337 0.9723 0.9881
*
```

Charge distribution, natural (NBO) scheme, values in e:
1 N -0.8132
2 C -0.0947
3 C -0.0754
4 O -0.7244
5 C -0.2046
6 N -0.6707
7 C -0.4013
8 H 0.3509
9 H 0.3437
10 H 0.1995
11 H 0.1635
12 H 0.1705
13 H 0.4651
14 H 0.1807
15 H 0.1830
16 H 0.3589
17 H 0.1868
18 H 0.1822
19 H 0.1995

Model B:
DFT (wB97M-V/def2-TZVPD) results for a cluster of 2 separate species, C4H12N2O in total.

The LUMO energy is 0.77 eV. Its HOMO energy is -0.3303 Eh. The structure (SMILES) is CC(N)=O.CCN.

ORCA input file:
```
! RIJCOSX wB97M-V def2-TZVPD def2/J DEFGRID3
* xyz 0 1
C -1.3794 0.6705 -0.4737
C -1.8453 0.4262 -1.8942
N 0.4273 -0.5577 2.0907
H -0.2198 -1.3062 1.8852
H 0.2710 0.0549 2.8818
H -1.1799 -0.2913 0.0035
H -2.1581 1.1711 0.1072
H -1.0804 -0.0917 -2.4818
H -2.7338 -0.2144 -1.8904
H -2.1009 1.3614 -2.4014
C 1.8289 -1.3333 0.2619
C 1.5538 -0.3074 1.3298
N -0.1655 1.5695 -0.4578
O 2.4039 0.4871 1.7280
H 0.1300 1.8209 0.4850
H 0.5413 1.3071 -1.1420
H 2.8890 -1.5984 0.2618
H 1.2527 -2.2485 0.4215
H 1.5651 -0.9200 -0.7151
*
```

Charge distribution, natural (NBO) scheme, values in e:
1 C -0.2074
2 C -0.6166
3 N -0.8404
4 H 0.3948
5 H 0.4046
6 H 0.1496
7 H 0.1874
8 H 0.1973
9 H 0.2099
10 H 0.2148
11 C -0.7148
12 C 0.6760
13 N -0.8738
14 O -0.6177
15 H 0.3793
16 H 0.3649
17 H 0.2475
18 H 0.2121
19 H 0.2325

Model C:
DFT (wB97M-V/def2-TZVPD) results for the molecule C4H12N2O.

The LUMO energy is 0.99 eV. Its HOMO energy is -0.3147 Eh. The structure (SMILES) is NCCNCCO.

ORCA input file:
```
! RIJCOSX wB97M-V def2-TZVPD def2/J DEFGRID3
* xyz 0 1
N -1.5139 -1.0522 -1.5357
C -1.8072 0.1385 -0.7452
C -1.6707 -0.2160 0.7236
N -0.2921 -0.4353 1.1562
C 0.7695 0.5153 1.0679
C 1.4878 0.6626 -0.2798
O 2.8775 0.3266 -0.2491
H 3.1525 0.4043 0.6606
H -1.2267 -0.8457 -2.4898
H -0.6708 -1.5050 -1.1828
H -2.8726 0.3650 -0.8792
H -1.2497 1.0376 -1.0260
H -2.0585 0.5523 1.3939
H -2.2564 -1.1279 0.8333
H -0.0004 -1.3858 1.2638
H 0.3860 1.4997 1.3688
H 1.5137 0.2903 1.8423
H 1.3854 1.6618 -0.7306
H 0.9995 -0.0140 -0.9915
*
```

Charge distribution, natural (NBO) scheme, values in e:
1 N -0.8379
2 C -0.2387
3 C -0.2196
4 N -0.6604
5 C -0.2460
6 C -0.0876
7 O -0.7149
8 H 0.4589
9 H 0.3584
10 H 0.3476
11 H 0.1887
12 H 0.1676
13 H 0.1878
14 H 0.2123
15 H 0.3726
16 H 0.1930
17 H 0.1900
18 H 0.1601
19 H 0.1681

Energy ordering: model B at the bottom, the next structure 0.0442 hartree above.

Model A:
DFT (wB97M-V/def2-TZVPD) results for a cluster of 2 separate species, C4H12N2O in total.

The LUMO energy is 0.91 eV. Its HOMO energy is -0.3004 Eh. The structure (SMILES) is N/C=C/CCN.O.

ORCA input file:
```
! RIJCOSX wB97M-V def2-TZVPD def2/J DEFGRID3
* xyz 0 1
C -1.4792 -1.2874 1.0012
C -0.6844 -0.6323 -0.1532
C -0.0131 0.6754 0.1660
C 1.3217 0.7133 0.2831
N 2.0106 1.9239 0.3909
N -2.9650 -1.2606 0.8231
H -1.3216 -0.7416 1.9263
H -1.2595 -2.3517 1.0535
H 0.0273 -1.3712 -0.5370
H -1.3444 -0.5279 -1.0210
H -0.5039 1.6406 0.1743
H 1.9393 -0.1677 0.3188
H 2.9722 1.9318 0.6718
H 1.4742 2.7518 0.6066
H -3.3265 -0.3965 1.2403
H -3.2751 -1.0924 -0.1328
H 2.4653 -0.6637 -2.1124
H 1.7224 0.7256 -2.0815
O 2.2398 0.1307 -2.6179
*
```

Charge distribution, natural (NBO) scheme, values in e:
1 C -0.2181
2 C -0.4430
3 C -0.3116
4 C -0.0021
5 N -0.8314
6 N -0.8333
7 H 0.1948
8 H 0.1887
9 H 0.2061
10 H 0.2066
11 H 0.1953
12 H 0.1907
13 H 0.3872
14 H 0.3817
15 H 0.3415
16 H 0.3447
17 H 0.4676
18 H 0.4832
19 O -0.9485

Model B:
DFT (wB97M-V/def2-TZVPD) results for a cluster of 2 separate species, C4H12N2O in total.

The LUMO energy is 0.57 eV. Its HOMO energy is -0.2236 Eh.

ORCA input file:
```
! RIJCOSX wB97M-V def2-TZVPD def2/J DEFGRID3
* xyz 0 1
C 0.3495 -0.2007 0.1301
C -0.3109 0.8053 0.9174
C 0.8926 0.0880 -1.2397
C 0.4582 -1.6196 0.6088
N -1.8637 -0.2810 -0.6679
N 1.2293 0.8696 1.2966
O -2.0039 1.0701 -1.3146
H -2.2368 0.8535 -2.2245
H -2.7145 -0.3089 -0.0953
H 1.5313 0.4628 2.1743
H 1.7994 1.6063 0.8959
H -0.8914 0.4818 1.7705
H -0.6423 1.7006 0.4071
H 0.2354 -0.4287 -1.9419
H 1.9085 -0.2963 -1.3513
H 0.8592 1.1494 -1.4822
H -0.2291 -2.2045 -0.0066
H 0.1631 -1.7321 1.6536
H 1.4660 -2.0155 0.4699
*
```

Charge distribution, natural (NBO) scheme, values in e:
1 C 0.3830
2 C -0.2290
3 C -0.6859
4 C -0.6824
5 N -0.7486
6 N -0.7703
7 O -0.7094
8 H 0.4535
9 H 0.2871
10 H 0.3979
11 H 0.4001
12 H 0.2249
13 H 0.2575
14 H 0.2780
15 H 0.2127
16 H 0.2265
17 H 0.2748
18 H 0.2123
19 H 0.2173

Model C:
DFT (wB97M-V/def2-TZVPD) results for a cluster of 3 separate species, C4H12N2O in total.

The LUMO energy is -0.82 eV. Its HOMO energy is -0.2803 Eh.

ORCA input file:
```
! RIJCOSX wB97M-V def2-TZVPD def2/J DEFGRID3
* xyz 0 1
C -1.1455 -1.4192 -0.1455
C -1.9169 -0.4830 -0.9648
O -1.5943 -1.8092 0.9912
H -0.6902 -2.0790 1.5144
H -0.2462 -1.8838 -0.5298
H 0.6744 -1.8347 1.2444
H -1.4245 0.5007 -0.9231
H -2.9429 -0.3692 -0.6207
H -1.8844 -0.7676 -2.0198
C 0.2733 1.7281 1.0355
N 2.1548 0.0889 -0.2819
C 1.3912 1.0353 -0.9099
N 0.5104 1.8056 -0.4011
H 1.7891 -0.3909 0.5435
H 2.7884 -0.4515 -0.8471
H 1.6328 1.1796 -1.9634
H -0.0873 0.7489 1.3706
H -0.4745 2.4729 1.3066
H 1.1923 1.9281 1.6008
*
```

Charge distribution, natural (NBO) scheme, values in e:
1 C 0.5467
2 C -0.7658
3 O -0.6238
4 H 0.4551
5 H 0.2237
6 H -0.6502
7 H 0.3210
8 H 0.2511
9 H 0.2514
10 C -0.4657
11 N -0.8528
12 C 0.2728
13 N -0.5340
14 H 0.4344
15 H 0.3886
16 H 0.1625
17 H 0.1860
18 H 0.2003
19 H 0.1987

Model D:
DFT (wB97M-V/def2-TZVPD) results for a cluster of 2 separate species, C4H12N2O in total.

The LUMO energy is 0.97 eV. Its HOMO energy is -0.3109 Eh. The structure (SMILES) is N/C=C/CCN.O.

ORCA input file:
```
! RIJCOSX wB97M-V def2-TZVPD def2/J DEFGRID3
* xyz 0 1
C -0.4557 -2.2960 -0.8694
C -0.3669 -1.9448 0.6125
C -0.1870 -0.4695 0.9016
C 0.3095 0.4851 0.1167
N 0.5963 1.8046 0.5959
N 0.8433 -2.1370 -1.5778
H -1.3161 -1.8598 -1.3822
H -0.6914 -3.3503 -0.9561
H -1.3110 -2.1622 1.1161
H 0.3861 -2.6322 1.0067
H -0.7920 -0.1019 1.7330
H 0.6680 0.4095 -0.9030
H 1.5821 2.0257 0.6189
H 0.2482 1.8492 1.5462
H 0.7784 -2.7704 -2.3716
H 0.8458 -1.2250 -2.0242
H -0.7379 4.0996 0.5190
H 0.2088 5.2831 0.4527
O -0.6085 4.9925 0.8651
*
```

Charge distribution, natural (NBO) scheme, values in e:
1 C -0.2200
2 C -0.4376
3 C -0.2539
4 C 0.0010
5 N -0.8506
6 N -0.8231
7 H 0.1727
8 H 0.1855
9 H 0.2079
10 H 0.2234
11 H 0.1918
12 H 0.1775
13 H 0.3744
14 H 0.3599
15 H 0.3515
16 H 0.3420
17 H 0.4794
18 H 0.4648
19 O -0.9467

Energy ordering: model A at the bottom, the next structure 0.0066 hartree above.

Model A:
DFT (wB97M-V/def2-TZVPD) results for the molecule C4H12N2O.

The LUMO energy is 0.99 eV. Its HOMO energy is -0.2985 Eh. The structure (SMILES) is C[C@@H](CN)NCO.

ORCA input file:
```
! RIJCOSX wB97M-V def2-TZVPD def2/J DEFGRID3
* xyz 0 1
C 1.2524 -0.7984 -0.1006
N 1.4064 -2.1924 0.2839
C -0.2240 -0.4333 -0.3934
C -0.7799 -1.0623 -1.6777
N -0.1990 1.0707 -0.4756
C -0.2695 1.9828 0.6419
O -1.1419 1.5107 1.6386
H 1.7024 -0.1994 0.6866
H 1.7685 -0.6187 -1.0544
H 1.6723 -2.5186 1.1906
H 0.8775 -2.8774 -0.2373
H -0.7710 -0.7692 0.4790
H -0.4334 -2.0845 -1.8828
H -0.6948 -0.5340 -2.6172
H -1.8217 -1.2549 -1.4135
H 0.6943 1.2208 -0.9326
H 0.7222 2.1220 1.1333
H -0.5598 2.9727 0.2590
H -2.0364 1.7248 1.3421
*
```

Charge distribution, natural (NBO) scheme, values in e:
1 C -0.2190
2 N -0.8884
3 C -0.0587
4 C -0.6285
5 N -0.6642
6 C 0.1133
7 O -0.7127
8 H 0.1973
9 H 0.1623
10 H 0.3801
11 H 0.3631
12 H 0.2077
13 H 0.2016
14 H 0.2240
15 H 0.2171
16 H 0.3478
17 H 0.1332
18 H 0.1542
19 H 0.4697

Model B:
DFT (wB97M-V/def2-TZVPD) results for a cluster of 2 separate species, C4H12N2O in total.

The LUMO energy is -4.31 eV. Its HOMO energy is -0.3009 Eh.

ORCA input file:
```
! RIJCOSX wB97M-V def2-TZVPD def2/J DEFGRID3
* xyz 0 1
N 0.4704 1.7637 1.2628
C 1.0874 0.8613 0.2754
C 0.4663 1.1941 -1.1520
O -0.3708 -1.6226 -1.8792
C 0.9030 -0.5766 0.6843
N -0.3464 -0.9644 1.4753
C -1.5676 -0.9002 0.7059
H -0.3444 -2.1187 -2.6401
H 0.3078 2.7481 1.0759
H 2.1637 1.1429 -0.1455
H 0.9520 2.0496 -1.7058
H 0.1726 0.2816 -1.8480
H -0.6232 1.5548 -1.1381
H 1.8658 -0.8266 1.2604
H 0.7658 -1.3255 -0.2112
H -0.3841 -0.4693 2.4378
H -1.3569 -0.5822 -0.3413
H -2.2235 -0.2338 1.2221
H -1.9379 -1.9764 0.6611
*
```

Charge distribution, natural (NBO) scheme, values in e:
1 N -0.2525
2 C -0.1686
3 C -0.6191
4 O -0.9631
5 C -0.3054
6 N -0.6322
7 C -0.4383
8 H 0.4263
9 H 0.3455
10 H 0.3140
11 H 0.2203
12 H 0.3576
13 H 0.2304
14 H 0.2032
15 H 0.3129
16 H 0.3606
17 H 0.2310
18 H 0.1805
19 H 0.1967

Model C:
DFT (wB97M-V/def2-TZVPD) results for a cluster of 2 separate species, C4H12N2O in total.

The LUMO energy is 0.95 eV. Its HOMO energy is -0.3091 Eh.

ORCA input file:
```
! RIJCOSX wB97M-V def2-TZVPD def2/J DEFGRID3
* xyz 0 1
C 0.5140 -0.1262 0.6055
C -0.3222 0.4387 -0.4965
C 0.0069 -1.4121 1.2525
C -1.2760 -0.4259 -1.2615
N 0.8974 0.9191 1.5553
N -0.6104 1.7420 -0.4035
O 1.3722 0.0717 -1.6691
H 1.6400 0.0894 -2.5953
H 1.4109 -0.3484 -0.0852
H 1.8735 0.8258 1.8053
H 0.3360 0.8865 2.3986
H 0.0391 2.2709 0.1735
H -1.0329 2.2075 -1.1920
H -0.2058 -2.1827 0.5134
H 0.7790 -1.8051 1.9152
H -0.8990 -1.2384 1.8417
H -1.6656 0.1064 -2.1290
H -0.7407 -1.3064 -1.6054
H -2.1162 -0.7129 -0.6234
*
```

Charge distribution, natural (NBO) scheme, values in e:
1 C -0.2266
2 C 0.5781
3 C -0.6133
4 C -0.6746
5 N -0.8536
6 N -0.7645
7 O -1.1318
8 H 0.4491
9 H 0.3531
10 H 0.3771
11 H 0.3568
12 H 0.4290
13 H 0.3912
14 H 0.2198
15 H 0.2184
16 H 0.1933
17 H 0.2185
18 H 0.2574
19 H 0.2227

Energy ordering: model A at the bottom, the next structure 0.0161 hartree above.